{
  "formula": "C17H19N3O5",
  "method": "ωB97M-V/def2-TZVPD",
  "species": ["C", "C", "O", "C", "O", "C", "C", "C", "N", "C", "C", "O", "C", "O", "C", "O", "C", "C", "N", "C", "C", "C", "N", "C", "C", "H", "H", "H", "H", "H", "H", "H", "H", "H", "H", "H", "H", "H", "H", "H", "H", "H", "H", "H"],
  "xyz": [[-2.74218, -3.94463, -1.61365], [-2.79250, -2.69666, -0.74269], [-1.52018, -2.06254, -0.66093], [-0.65499, -2.55339, 0.24537], [-0.93470, -3.46742, 0.98938], [0.61441, -1.83015, 0.25065], [1.55849, -1.91441, 1.27902], [1.55188, -2.71627, 2.52544], [2.56158, -1.08416, 0.97134], [2.30449, -0.42191, -0.20970], [3.25051, 0.60168, -0.60530], [4.40664, 0.59431, -0.23054], [2.72057, 1.76041, -1.45468], [1.33866, 2.00764, -1.25425], [0.94864, 2.18486, 0.00578], [1.69758, 2.27144, 0.94929], [-0.53264, 2.23632, 0.13529], [-1.12282, 2.57149, 1.35269], [-2.43426, 2.56025, 1.51245], [-3.18560, 2.21762, 0.47177], [-4.66311, 2.18674, 0.66439], [-2.58626, 1.89703, -0.75255], [-1.28072, 1.90458, -0.91744], [1.09405, -0.89455, -0.70479], [0.48323, -0.60243, -2.02708], [-2.07962, -4.68026, -1.16448], [-3.73723, -4.37210, -1.69805], [-2.37541, -3.69709, -2.60712], [-3.45664, -1.94339, -1.17300], [-3.12703, -2.95718, 0.26736], [0.64479, -3.31077, 2.56932], [1.60164, -2.06400, 3.39704], [2.41411, -3.38199, 2.55049], [3.38150, -0.89057, 1.52683], [2.83431, 1.54207, -2.51903], [3.31364, 2.64635, -1.20014], [-0.52192, 2.85016, 2.20663], [-5.15569, 2.81108, -0.07877], [-5.03300, 1.16919, 0.54656], [-4.90742, 2.54238, 1.66086], [-3.17576, 1.62385, -1.61774], [-0.27887, 0.17181, -1.93565], [1.23562, -0.26136, -2.73281], [0.00591, -1.49748, -2.41674]],
  "forces_ev_per_angstrom": [[0.1540, 0.3199, 0.2107], [-0.4208, -0.4213, 0.0788], [0.2284, 0.2220, -0.0886], [0.0106, -0.1659, 0.2541], [-0.1084, -0.0249, -0.0948], [0.3357, 0.1071, 0.1957], [-0.2821, -0.1577, -0.1351], [-0.0115, -0.0514, 0.1169], [0.0307, 0.0731, 0.0396], [-0.4361, -0.5311, -0.1151], [0.0456, 0.2285, -0.2532], [-0.1384, 0.0679, -0.0438], [0.5813, 0.1574, 0.1622], [-0.1978, 0.0582, -0.2616], [0.1965, 0.1200, 0.4040], [-0.0771, 0.1073, -0.1869], [-0.5047, -0.0103, 0.1447], [0.5066, -0.0909, -0.2980], [-0.3161, 0.0443, 0.1414], [0.2043, 0.0098, -0.0607], [-0.0561, -0.0275, -0.0717], [-0.0835, 0.0426, 0.1925], [0.2289, 0.1619, 0.0377], [0.5111, 0.1309, 0.1984], [-0.1635, 0.1344, -0.1590], [0.0095, -0.0770, 0.0070], [-0.1115, -0.0701, -0.0367], [-0.0049, -0.0069, -0.1070], [0.0740, -0.0649, 0.0810], [-0.0019, 0.1205, -0.1792], [0.0635, 0.0006, 0.0522], [0.0082, 0.0113, 0.0822], [0.0386, -0.0668, 0.0386], [-0.0707, -0.0387, -0.0056], [-0.0292, 0.0041, 0.1099], [-0.0735, -0.1955, -0.0456], [0.1178, -0.0101, 0.0037], [-0.1054, 0.0224, -0.0310], [-0.0993, -0.0541, -0.0014], [-0.0256, 0.0066, 0.0052], [-0.1553, -0.0156, -0.0251], [0.0389, -0.0990, -0.1499], [0.0201, 0.0270, -0.1017], [0.0690, 0.0019, -0.1048]],
  "mulliken_charge": [-1.154, -0.335, -0.192, 0.088, -0.683, 0.966, -0.262, -1.502, 0.100, -0.541, 0.357, -0.661, -0.709, -0.295, 0.455, -0.647, 0.364, -0.285, -0.547, 0.735, -1.157, -0.476, -0.322, 1.667, -1.485, 0.308, 0.406, 0.286, 0.316, 0.351, 0.329, 0.341, 0.337, 0.260, 0.392, 0.332, 0.495, 0.338, 0.272, 0.320, 0.418, 0.100, 0.362, 0.558],
  "e_tot_ha": -1199.71846,
  "smiles": "CCOC(=O)c1c(C)[nH]c(C(=O)COC(=O)c2cnc(C)cn2)c1C",
  "fmax_ev_per_a": 0.70,
  "lumo_energy_ev": -0.1,
  "homo_lumo_gap_ev": 8.4
}